Entry 1:
Here is C47H37F6N5O4P2S3Ti as an isolated structure at a distorted geometry from the Open Molecules 2025 dataset. Energies are from ωB97M-V/def2-TZVPD.

Geometry (Å):
Ti1 1.0316 -1.3987 1.2030
S1 2.9814 -5.2645 -5.0862
S2 2.7067 -2.3474 3.1956
S3 2.8023 -2.5740 6.2338
P1 -1.5294 1.6787 -3.1371
P2 0.1508 1.6751 2.0314
F1 1.8233 -4.8815 7.3493
F2 4.9231 -3.8704 3.1566
F3 4.0326 -3.7021 1.1978
F4 3.0573 -5.0779 2.6490
F5 3.0718 -5.2661 5.4650
F6 1.0759 -4.3869 5.3289
O1 3.0073 -1.2560 2.1958
O2 1.1663 -2.4232 3.0944
O3 1.1065 0.5436 1.6234
O4 4.0638 -2.7985 6.9638
N1 1.1749 -3.3869 0.3518
N2 2.3017 -1.1243 -0.6811
N3 3.1562 -2.1411 4.6662
N4 3.4448 -3.7296 -4.5838
N5 1.8585 -5.6101 -3.9068
C1 0.1017 4.3607 1.9991
C2 -5.1311 -0.2325 -5.1651
C3 0.9864 3.2769 1.9668
C4 0.0101 3.4060 -4.6121
C5 2.8400 -2.2117 -2.7934
C6 3.5830 -1.1011 -3.2513
C7 -1.2590 1.6845 0.8826
C8 3.7142 -3.8842 2.4926
C9 -1.4318 1.2814 6.2818
C10 -4.2100 0.4306 -5.8579
C11 2.7289 -3.4336 -3.5104
C12 -2.6943 -2.2764 -0.6951
C13 -1.9490 1.3623 3.9048
C14 -3.0328 -2.2193 1.6382
C15 -2.3598 1.2443 5.2568
C16 -0.0749 1.5655 6.0205
C17 3.7263 -0.0211 -2.3892
C18 -1.2464 3.2341 -4.0051
C19 1.9780 5.9282 1.8538
C20 -3.0674 1.1139 -3.7950
C21 0.6567 5.6944 1.9646
C22 -2.1103 4.3622 -4.0415
C23 1.5660 -3.4182 -0.9690
C24 -2.0186 2.2688 -1.4461
C25 0.3768 1.5807 4.6757
C26 1.8914 -4.5691 -3.0686
C27 -0.3675 5.8129 -4.8698
C28 -3.5003 -2.6042 0.3928
C29 -1.7601 -1.6705 1.8029
C30 -0.9321 -1.4998 0.6582
C31 0.4612 4.6761 -5.0524
C32 -4.1318 0.4831 -3.0966
C33 3.0172 -0.0347 -1.1460
C34 0.7810 -4.5374 0.9184
C35 1.2826 -4.5227 -1.8043
C36 -0.8323 2.2473 -0.5024
C37 2.3849 3.5120 1.7924
C38 2.8710 4.8390 1.8231
C39 0.6984 -5.7217 0.1755
C40 -0.5486 1.5315 3.6681
C41 2.1713 -4.5034 6.0652
C42 -5.1077 -0.3298 -3.7516
C43 -3.2343 1.1844 -5.1865
C44 2.2346 -2.1966 -1.4949
C45 0.7878 -5.6715 -1.2235
C46 -1.3979 -1.7288 -0.6011
C47 -1.6932 5.6137 -4.4496
H1 4.3083 0.8685 -2.5722
H2 -3.3970 1.0747 5.5383
H3 3.0514 0.8355 -0.5079
H4 -0.0345 1.6410 -0.9652
H5 -3.1250 4.2104 -3.6796
H6 4.0373 -1.0434 -4.2237
H7 -0.9010 -1.3736 -1.5610
H8 -1.7914 1.0322 7.3041
H9 0.6045 1.6376 6.8967
H10 1.4273 1.7704 4.3988
H11 -4.4066 -3.1819 0.2500
H12 -0.9639 4.2527 1.9653
H13 0.3411 -6.6221 0.6589
H14 2.3338 6.8839 1.7002
H15 -0.3361 3.2449 -0.3920
H16 -2.6377 1.4164 -1.0937
H17 -1.9774 2.4724 1.2624
H18 0.5930 2.4945 -4.6480
H19 3.9599 4.8974 1.8168
H20 -2.3688 6.4109 -4.5150
H21 -3.1446 -2.3870 -1.7088
H22 -1.7197 0.7156 0.7390
H23 -2.6454 1.2256 3.0738
H24 -0.0204 6.5491 2.0973
H25 3.1594 2.7235 1.8027
H26 -5.9397 -0.7487 -5.7159
H27 -4.2404 0.6877 -2.0238
H28 0.5752 -6.4947 -1.8635
H29 1.3399 4.7758 -5.6889
H30 -1.4571 -1.4936 2.8498
H31 -3.7368 -2.2860 2.4640
H32 -2.7226 3.1046 -1.3732
H33 -5.7858 -0.9514 -3.2108
H34 -2.7348 1.9516 -5.7641
H35 -0.0774 6.8216 -5.0875
H36 -4.3271 0.5225 -6.9670
H37 0.5945 -4.6030 1.9775

Forces on atoms 1 to 6 (eV/Å):
Ti 1.7523 -0.7565 -1.1780
S -0.3831 1.1747 0.9378
S -1.9176 2.1147 1.5744
S 0.6923 -1.8939 0.4448
P 0.3951 0.5190 0.9961
P -0.1251 -1.2021 -1.2631

Properties
**Net charge**: 0
**⟨S²⟩**: 2.02
**HOMO (spin up / spin down)**: -4.93 / -8.35 eV
**Multiplicity**: 3
**Energy relative to the best compared isomer or geometry (same formula, charge and spin)**: 95.1 kcal per mole
**F_max**: 4.18 eV Å⁻¹
**Orbital gap (spin up / spin down)**: 4.72 / 8.20 eV

Atom charges from the Mulliken analysis, given in e for atoms 1 to 8: -0.4844 0.0817 0.9399 0.5562 0.3595 0.6279 -0.2329 -0.2236


Entry 2:
Here is C51H67Cl2F9IN3O5SSr as an isolated structure at a distorted geometry from the Open Molecules 2025 dataset. Energies are from ωB97M-V/def2-TZVPD.

Geometry (Å):
I1 2.0234 2.3320 6.9454
Sr1 0.0554 1.7504 1.0012
Cl1 2.3122 -1.1395 -2.5259
Cl2 3.6932 -2.1440 -4.9163
S1 -7.4541 -2.2736 -4.1820
F1 -4.2781 2.4777 3.7869
F2 -3.6098 1.8767 1.8197
F3 -1.7221 5.4648 2.2354
F4 -0.8687 4.5562 4.6477
F5 -3.0121 4.6159 4.8815
F6 -2.3705 3.9798 0.8194
F7 -3.7816 4.8038 2.2412
F8 -2.7046 1.0097 3.5685
F9 -1.9059 2.8283 5.4023
O1 -7.8880 -3.2069 -3.1502
O2 -1.1791 0.0096 0.5750
O3 -8.4473 -1.2641 -4.5268
O4 -0.9090 2.7670 2.6857
O5 -6.8411 -2.9050 -5.3446
N1 1.4942 0.5153 3.1030
N2 -0.6605 -2.8052 0.5551
N3 -3.0478 0.9063 -1.6416
C1 2.4202 -0.4413 3.0689
C2 0.1251 -4.3479 -1.2470
C3 4.8388 1.8902 -0.6946
C4 -0.3421 -4.7461 2.0423
C5 -4.2910 0.2120 -3.6170
C6 3.0473 4.0890 1.3839
C7 -2.3116 -4.2854 -0.5929
C8 3.8520 5.3331 0.9655
C9 -5.3075 -0.5306 -4.1939
C10 2.2397 1.1015 5.2841
C11 -1.5480 -5.7773 -2.4461
C12 2.5870 -0.9221 -4.2434
C13 -0.1362 -2.9502 4.1638
C14 2.7026 2.4287 -2.0014
C15 -1.0128 -3.4667 -0.7036
C16 5.9891 2.8538 -0.3605
C17 1.4169 3.5415 -0.5317
C18 2.6660 3.2838 0.1229
C19 0.3893 3.1665 -2.9128
C20 -0.3467 -2.4945 2.8828
C21 -2.9236 -3.7505 -2.9662
C22 -4.8688 -0.6753 -1.4672
C23 -0.0137 -6.6992 3.5705
C24 -4.0571 0.1531 -2.2403
C25 3.3070 -0.6652 4.1080
C26 1.4512 3.0309 -1.8394
C27 -0.2669 -4.9493 -2.6031
C28 0.9185 4.0501 -4.0500
C29 -3.1977 2.1459 3.0630
C30 0.0416 1.7855 -3.4918
C31 -2.6889 -4.8780 -1.9572
C32 -6.1204 -1.3535 -3.4181
C33 5.2429 1.2352 -2.0243
C34 3.2224 0.1287 5.2394
C35 -0.0427 -1.9729 5.3079
C36 -1.9865 3.8346 4.5149
C37 -0.8838 3.8044 -2.3573
C38 -5.8897 -1.4161 -2.0526
C39 3.8450 3.3148 2.4443
C40 -0.4551 -3.3743 1.7772
C41 -1.2747 -2.3501 -1.7259
C42 -0.1184 -5.2127 3.3378
C43 4.7753 0.7579 0.3437
C44 1.3925 1.2713 4.1997
C45 -1.6411 -2.9254 -3.0967
C46 3.4744 2.5789 -0.8277
C47 1.7950 4.6071 2.1098
C48 -0.5065 -3.8182 -3.6068
C49 -2.0914 3.2576 3.0614
C50 -0.0102 -4.3257 4.3963
C51 -2.5174 4.3958 2.0865
H1 0.7983 -7.1337 2.9830
H2 -0.3915 -1.7106 -1.7925
H3 4.5450 0.4488 -2.3125
H4 -0.4310 -5.4700 1.2460
H5 0.7353 4.3303 -0.2286
H6 1.1155 3.8079 2.4217
H7 3.0345 0.0540 -4.3937
H8 -2.0902 -1.7259 -1.3636
H9 -1.2911 3.2404 -1.5144
H10 3.3116 2.4141 2.7528
H11 -1.9154 -0.1391 1.1780
H12 -0.7910 1.8486 -4.2006
H13 2.4509 -1.0474 2.1710
H14 -0.3613 -0.9753 5.0035
H15 1.2230 5.3056 1.4993
H16 -0.2252 1.0790 -2.7012
H17 -3.1058 -3.6220 -0.2368
H18 0.4133 -3.2358 -3.7210
H19 6.9410 2.3121 -0.3676
H20 4.0477 -1.4491 4.0315
H21 3.9035 -0.0099 6.0685
H22 -4.6917 -0.7363 -0.3975
H23 -5.4750 -0.4952 -5.2633
H24 -1.3794 -6.5917 -1.7313
H25 -0.6692 -2.2884 6.1446
H26 4.8305 3.0093 2.1042
H27 -0.4657 -1.4316 2.7006
H28 0.3648 -5.1500 -0.5464
H29 4.0191 0.0291 0.0399
H30 -1.8172 -6.2316 -3.4055
H31 5.7387 0.2395 0.4178
H32 -3.6556 0.8424 -4.2327
H33 1.1696 5.0432 -3.6711
H34 -3.2099 -4.1655 -3.9375
H35 0.6163 2.0286 4.1936
H36 4.1220 5.9368 1.8404
H37 1.6358 -1.0107 -4.7553
H38 0.1536 -4.6943 5.4040
H39 6.0426 3.6445 -1.1131
H40 0.1725 -6.9200 4.6222
H41 -1.8110 -2.0989 -3.7939
H42 -2.3492 1.2744 -2.2656
H43 0.9841 -1.9006 5.6786
H44 -2.6469 0.5204 -0.7935
H45 -6.5165 -2.0663 -1.4560
H46 5.2928 1.9727 -2.8284
H47 4.5080 1.1255 1.3318
H48 0.5457 -5.5908 -2.9593
H49 1.8254 3.6191 -4.4790
H50 3.9854 3.9408 3.3319
H51 -3.7450 -3.1121 -2.6364
H52 -0.6975 4.8242 -2.0138
H53 -3.6041 -5.4660 -1.8515
H54 -0.7640 -4.2303 -4.5887
H55 4.7630 5.0661 0.4339
H56 0.1733 4.1567 -4.8457
H57 2.0938 5.1379 3.0184
H58 -0.9351 -7.2066 3.2765
H59 -1.6601 3.8430 -3.1262
H60 1.0215 -3.7283 -1.3500
H61 6.2321 0.7801 -1.9171
H62 -2.2052 -5.0892 0.1409
H63 5.8922 3.3279 0.6119
H64 3.0175 1.8999 -2.8904
H65 0.9020 1.3681 -4.0207
H66 3.2468 5.9474 0.2951
H67 -0.7550 -1.7738 0.5747

Forces on atoms 1 to 6 (eV/Å):
I -0.0080 0.0390 0.0480
Sr 1.8186 0.0326 -0.9083
Cl -0.0204 -0.1581 0.1899
Cl -0.0378 0.0486 0.0149
S 0.0676 0.0094 0.0356
F -0.0693 0.0069 0.0240

Properties
**Net charge**: -2
**HOMO**: -3.06 eV
**Multiplicity**: 1
**Energy relative to the best compared isomer or geometry (same formula, charge and spin)**: 0.0 kcal per mole
**F_max**: 2.03 eV Å⁻¹
**Orbital gap**: 5.81 eV

Atom charges from the Mulliken analysis, given in e for atoms 1 to 8: 0.0572 2.6257 0.0135 -0.1915 1.3049 -0.3184 -0.2392 -0.2889


Entry 3:
Here is an isolated ion of composition C3H8NSe and charge +1 at a distorted geometry from the Open Molecules 2025 dataset. Energies are from ωB97M-V/def2-TZVPD.

Geometry (Å):
Se1 -2.0202 -0.0223 0.0088
N1 0.6909 -0.6819 0.3414
C1 -0.5487 -1.3688 -0.1681
C2 0.7144 0.6551 -0.2603
C3 -0.5765 1.3818 0.1715
H1 1.5335 -1.1834 0.0508
H2 0.4335 -0.5390 1.3825
H3 -0.7942 -2.2446 0.4315
H4 -0.4589 1.7669 1.3085
H5 -0.8083 2.2187 -0.5805
H6 0.6557 0.2989 -1.3741
H7 -0.4568 -1.4353 -1.1704
H8 1.6357 1.1540 -0.1415

Forces on atoms 1 to 6 (eV/Å):
Se 1.1157 0.4124 0.5013
N -1.8744 0.0622 2.2930
C -0.9603 1.1912 2.9584
C -2.0667 -0.7800 -3.3171
C 0.3895 1.0516 0.8020
H 0.0298 -0.2493 0.9646

Properties
**Net charge**: +1
**SMILES string**: C1C[Se]C[NH2+]1
**HOMO**: -13.24 eV
**Multiplicity**: 1
**Energy relative to the best compared isomer or geometry (same formula, charge and spin)**: 5.8 kcal per mole
**F_max**: 3.99 eV Å⁻¹
**Orbital gap**: 9.57 eV

Atom charges from the natural (NBO) analysis, given in e for atoms 1 to 8: 0.3391 -0.5231 -0.3763 -0.2427 -0.6001 0.4586 0.4562 0.2612


Entry 4:
Here is an isolated ion of composition C9H16N2O and charge +2 at a distorted geometry from the Open Molecules 2025 dataset. Energies are from ωB97M-V/def2-TZVPD.

Geometry (Å):
O1 -0.7267 2.2224 0.4565
N1 -1.7201 0.2904 -0.0039
N2 1.7715 0.5795 0.3947
C1 1.8396 -0.6397 1.0273
C2 -3.1327 0.7304 -0.1003
C3 -0.9062 1.1818 0.9577
C4 -1.5230 -1.2229 0.1322
C5 0.9314 -1.7436 0.7828
C6 2.0051 0.8213 -1.0067
C7 -2.1040 0.8706 -1.2548
C8 2.9698 1.3747 0.0641
C9 -0.0901 -1.7307 -0.3575
H1 -1.6075 -1.4100 1.1410
H2 3.8704 0.8380 0.2854
H3 2.4031 -0.1009 -1.6159
H4 -0.4562 0.7802 1.8757
H5 -3.4316 1.5627 0.5626
H6 -3.9356 -0.0381 -0.0885
H7 0.2854 -0.9397 -1.1660
H8 -2.1780 0.1941 -2.0419
H9 -0.1870 -2.8372 -0.6540
H10 -1.7578 1.8467 -1.6500
H11 1.9539 -0.7119 2.1914
H12 -2.1816 -1.8495 -0.4955
H13 0.9721 -2.6247 1.4002
H14 2.6957 -1.2898 0.8064
H15 1.3666 1.4033 -1.7036
H16 2.8735 2.4426 0.0603

Forces on atoms 1 to 6 (eV/Å):
O 0.8061 1.6680 0.9424
N 0.5974 -2.6352 2.4024
N 1.5187 1.2576 -1.4007
C 0.9906 -3.3082 4.1561
C -0.6299 0.4698 -0.8687
C -0.2142 -0.5236 -2.1539

Properties
**Net charge**: +2
**⟨S²⟩**: 2.01
**HOMO (spin up / spin down)**: -15.41 / -19.19 eV
**Multiplicity**: 3
**Energy relative to the best compared isomer or geometry (same formula, charge and spin)**: 0.0 kcal per mole
**F_max**: 5.40 eV Å⁻¹
**Orbital gap (spin up / spin down)**: 8.04 / 7.46 eV

Atom charges from the natural (NBO) analysis, given in e for atoms 1 to 8: -0.4249 -0.3091 -0.0382 -0.4163 -0.2056 0.5630 -0.2084 -0.1158